{
  "formula": "C26H39N5O3S",
  "method": "ωB97M-V/def2-TZVPD",
  "symbols": ["C", "C", "C", "C", "C", "C", "C", "N", "C", "C", "C", "N", "C", "O", "C", "C", "C", "N", "C", "O", "C", "N", "C", "N", "C", "S", "C", "C", "C", "C", "O", "C", "C", "C", "C", "H", "H", "H", "H", "H", "H", "H", "H", "H", "H", "H", "H", "H", "H", "H", "H", "H", "H", "H", "H", "H", "H", "H", "H", "H", "H", "H", "H", "H", "H", "H", "H", "H", "H", "H", "H", "H", "H", "H"],
  "coordinates": [[-4.01499, -4.22644, -0.27156], [-2.96639, -3.41169, -1.01971], [-3.58498, -2.30665, -1.89062], [-4.24647, -2.84713, -3.17305], [-3.22395, -3.27742, -4.22088], [-2.25816, -2.12861, -4.48867], [-1.62361, -1.69025, -3.16494], [-2.58564, -1.27293, -2.15722], [-3.14263, 0.04405, -2.41832], [-3.65398, 0.73450, -1.14864], [-2.53749, 1.22220, -0.23388], [-1.77907, 2.28293, -0.86237], [-0.48016, 2.53764, -0.62469], [0.20669, 1.86951, 0.12416], [0.01724, 3.78555, -1.34778], [1.53625, 3.93899, -1.31497], [2.24310, 3.07056, -2.36097], [2.32924, 1.68307, -1.97561], [1.42927, 0.76320, -2.33295], [0.50369, 0.94335, -3.10185], [1.72015, -0.61662, -1.70904], [1.35024, -0.64910, -0.30897], [0.12577, -1.09446, 0.05415], [-0.31882, -1.15431, 1.26219], [0.51626, -0.69906, 2.21284], [0.11129, -0.65779, 3.89028], [1.66837, 0.04317, 4.26495], [2.43965, 0.23560, 3.16417], [1.78977, -0.19587, 1.97210], [2.25643, -0.12035, 0.61913], [3.33154, 0.33095, 0.24062], [3.81368, 0.81852, 3.23759], [4.02999, 1.51247, 4.58057], [3.57330, 0.61008, 5.72477], [2.05966, 0.39562, 5.65842], [-3.53083, -4.96659, 0.36122], [-4.67548, -4.75006, -0.95902], [-4.61997, -3.58107, 0.36150], [-2.36122, -4.08427, -1.62805], [-2.31124, -2.93004, -0.29150], [-4.37219, -1.84122, -1.28819], [-4.90086, -3.68149, -2.91843], [-4.87386, -2.05998, -3.60007], [-2.66524, -4.14564, -3.86439], [-3.73735, -3.57019, -5.14020], [-1.47538, -2.43672, -5.18391], [-2.79358, -1.28883, -4.93618], [-1.06232, -2.53881, -2.75821], [-0.93169, -0.86288, -3.33742], [-2.34285, 0.65454, -2.84433], [-3.96829, 0.01338, -3.14863], [-4.27150, 1.58782, -1.44416], [-4.28515, 0.05448, -0.57739], [-1.85379, 0.40821, 0.00453], [-2.97028, 1.59129, 0.70606], [-2.29206, 2.89664, -1.47597], [-0.44579, 4.64248, -0.84948], [-0.33511, 3.76031, -2.38052], [1.89754, 3.66362, -0.32187], [1.79525, 4.98259, -1.50207], [3.26318, 3.43564, -2.51097], [1.70544, 3.11470, -3.31216], [2.96087, 1.44187, -1.21346], [2.79264, -0.82017, -1.78128], [1.15224, -1.37554, -2.24744], [-0.53141, -1.42110, -0.73999], [3.95503, 1.51199, 2.40739], [4.54405, 0.01372, 3.10767], [5.08525, 1.76407, 4.69880], [3.45629, 2.44125, 4.60695], [3.83776, 1.05271, 6.68660], [4.07991, -0.35382, 5.64506], [1.75073, -0.39297, 6.34828], [1.54142, 1.31217, 5.96003]],
  "atomic_forces_ev_per_a": [[0.195, 0.024, -0.139], [-0.299, 0.100, -0.007], [-0.060, -0.216, 0.191], [0.110, 0.018, 0.110], [-0.115, 0.202, -0.096], [0.093, -0.205, 0.258], [0.066, 0.075, -0.366], [0.094, 0.195, 0.121], [-0.253, 0.103, 0.078], [0.354, -0.033, -0.130], [-0.115, -0.121, 0.233], [-0.450, -0.077, -0.170], [-0.224, 0.540, -0.341], [0.132, -0.080, 0.277], [0.366, -0.054, 0.222], [-0.121, -0.148, -0.203], [-0.089, 0.218, 0.032], [0.377, 0.232, 0.036], [0.583, -0.547, 0.208], [-0.486, 0.141, -0.264], [0.052, 0.167, -0.420], [0.275, -0.061, 0.328], [-0.239, -0.198, 0.181], [-0.586, -0.261, -0.155], [0.716, 0.278, 0.001], [0.372, 0.130, -0.192], [-0.241, -0.086, -0.314], [-0.022, -0.043, 0.251], [-0.630, -0.260, 0.065], [-0.243, -0.211, 0.187], [0.338, 0.081, -0.023], [0.085, 0.229, 0.060], [0.121, -0.259, -0.007], [-0.128, 0.221, 0.038], [0.087, -0.007, 0.166], [-0.041, -0.097, 0.079], [-0.112, -0.086, -0.016], [-0.098, 0.045, 0.091], [0.127, -0.012, -0.011], [0.081, 0.009, -0.032], [0.052, -0.036, -0.005], [-0.110, 0.021, 0.011], [-0.071, -0.023, -0.018], [0.036, -0.078, -0.037], [0.027, -0.085, 0.042], [0.023, 0.062, -0.055], [-0.004, 0.062, -0.072], [0.123, -0.023, -0.028], [0.036, -0.098, 0.094], [-0.036, 0.008, -0.088], [0.092, 0.031, -0.027], [-0.125, 0.001, 0.029], [-0.110, 0.050, 0.006], [-0.131, 0.097, 0.052], [0.092, -0.155, -0.046], [0.188, 0.042, 0.007], [-0.059, -0.026, -0.043], [-0.078, 0.046, -0.009], [0.041, 0.104, 0.010], [0.006, 0.014, 0.027], [-0.102, -0.017, -0.059], [0.136, 0.062, 0.036], [-0.123, -0.119, -0.154], [-0.200, -0.056, 0.011], [0.042, 0.120, 0.061], [-0.008, 0.002, -0.233], [0.072, -0.067, 0.024], [0.063, 0.060, -0.061], [-0.018, 0.074, -0.002], [0.007, 0.091, 0.005], [0.021, -0.067, 0.025], [0.043, -0.054, 0.043], [-0.001, 0.039, 0.050], [0.006, -0.027, 0.074]],
  "lowdin_charge": [-0.096, -0.203, -0.319, -0.141, -0.195, -0.169, -0.201, -0.134, -0.188, -0.154, -0.167, 0.071, -0.478, 0.080, -0.105, -0.167, -0.165, 0.084, -0.468, 0.053, -0.017, 0.036, -0.138, 0.090, -0.530, 1.110, -0.468, -0.198, -0.104, -0.356, 0.044, -0.134, -0.191, -0.196, -0.204, 0.071, 0.064, 0.074, 0.102, 0.102, 0.130, 0.105, 0.109, 0.106, 0.108, 0.111, 0.111, 0.113, 0.091, 0.116, 0.116, 0.111, 0.103, 0.090, 0.127, 0.142, 0.122, 0.118, 0.115, 0.109, 0.120, 0.121, 0.111, 0.138, 0.122, 0.108, 0.115, 0.130, 0.109, 0.119, 0.109, 0.119, 0.110, 0.119],
  "homo_lumo_gap_ha": 0.3173,
  "total_energy_ev": -52026.509,
  "e_above_lowest_kcal_mol": 0.7
}